Entry from the Open Molecules 2025 dataset: a molecular structure, C45H63IrOP2Si (wB97M-V/def2-TZVPD).

CARTESIAN COORDINATES (ANGSTROEM)
1 Ir 0.591 0.187 -0.043
2 C -2.724 0.276 1.543
3 Si -1.496 -0.820 0.673
4 C -0.747 -2.287 1.594
5 C -1.581 -3.389 1.794
6 C -1.142 -4.498 2.504
7 C 0.145 -4.527 3.023
8 C 1.001 -3.455 2.819
9 C 0.563 -2.348 2.102
10 P 1.559 -0.871 1.812
11 C 1.339 0.230 3.266
12 C 1.535 -0.586 4.569
13 C 1.164 0.245 5.822
14 C 1.082 1.735 5.528
15 C 0.022 2.019 4.459
16 C -0.016 0.920 3.379
17 C 3.391 -0.886 1.527
18 C 3.917 -1.862 0.471
19 C 4.197 -3.255 1.027
20 C 5.149 -3.198 2.218
21 C 4.621 -2.276 3.313
22 C 4.319 -0.889 2.760
23 C -2.343 -1.449 -0.862
24 C -3.718 -1.669 -0.948
25 C -4.283 -2.159 -2.115
26 C -3.485 -2.395 -3.228
27 C -2.121 -2.160 -3.171
28 C -1.550 -1.711 -1.979
29 P 0.206 -1.287 -1.895
30 C 1.391 -2.678 -2.068
31 C 1.413 -3.378 -3.460
32 C 0.440 -4.545 -3.632
33 C 0.490 -5.523 -2.469
34 C 0.261 -4.792 -1.154
35 C 1.329 -3.725 -0.948
36 C 0.436 -0.242 -3.407
37 C -0.459 0.990 -3.384
38 C 0.063 1.982 -2.365
39 C 1.515 2.359 -2.606
40 C 2.432 1.146 -2.735
41 C 1.886 0.121 -3.724
42 H -3.425 -0.417 2.022
43 H -3.287 0.852 0.807
44 H -2.354 0.944 2.309
45 H -2.585 -3.396 1.385
46 H -1.804 -5.341 2.654
47 H 0.483 -5.387 3.586
48 H 2.002 -3.493 3.225
49 H 2.134 0.978 3.162
50 H 2.552 -0.966 4.650
51 H 0.878 -1.456 4.516
52 H 1.896 0.051 6.605
53 H 0.203 -0.095 6.213
54 H 2.061 2.110 5.212
55 H 0.837 2.279 6.440
56 H 0.217 2.981 3.989
57 H -0.965 2.095 4.920
58 H -0.338 1.352 2.425
59 H -0.748 0.154 3.646
60 H 3.456 0.133 1.116
61 H 4.854 -1.438 0.096
62 H 3.238 -1.907 -0.378
63 H 4.617 -3.881 0.238
64 H 3.258 -3.730 1.325
65 H 6.123 -2.826 1.884
66 H 5.323 -4.200 2.609
67 H 5.357 -2.181 4.113
68 H 3.729 -2.707 3.782
69 H 5.257 -0.458 2.394
70 H 3.967 -0.205 3.532
71 H -4.360 -1.454 -0.103
72 H -5.349 -2.335 -2.170
73 H -3.928 -2.747 -4.149
74 H -1.533 -2.320 -4.064
75 H 2.337 -2.125 -2.000
76 H 2.430 -3.774 -3.545
77 H 1.315 -2.661 -4.276
78 H 0.692 -5.050 -4.566
79 H -0.585 -4.194 -3.745
80 H 1.463 -6.024 -2.442
81 H -0.257 -6.304 -2.608
82 H 0.306 -5.491 -0.317
83 H -0.740 -4.346 -1.135
84 H 2.308 -4.214 -0.929
85 H 1.208 -3.244 0.020
86 H 0.052 -0.936 -4.164
87 H -1.501 0.733 -3.191
88 H -0.429 1.450 -4.375
89 H -0.097 1.482 -1.347
90 H -0.576 2.861 -2.266
91 H 1.876 3.056 -1.850
92 H 1.528 2.916 -3.548
93 H 2.559 0.657 -1.753
94 H 3.433 1.463 -3.029
95 H 2.521 -0.765 -3.762
96 H 1.892 0.540 -4.734
97 C 3.335 3.284 1.259
98 C 1.900 2.958 1.003
99 O 1.705 1.871 0.373
100 C 0.850 3.865 1.376
101 C 1.172 5.046 2.071
102 C 0.181 5.938 2.429
103 C -1.142 5.665 2.100
104 C -1.477 4.505 1.402
105 C -0.492 3.616 1.036
106 H 3.976 2.481 0.906
107 H 3.508 3.456 2.323
108 H 3.604 4.209 0.744
109 H 2.194 5.267 2.342
110 H 0.433 6.842 2.965
111 H -1.919 6.363 2.382
112 H -2.509 4.314 1.141
113 H -0.765 2.722 0.488

Cartesian forces (eV/Å) of the 6 atoms listed first:
Ir 0.4 0.5 -0.4
C 0.1 0.0 0.0
Si -0.2 -0.5 -0.1
C -0.2 0.1 0.2
C 0.0 0.0 0.0
C 0.0 0.0 0.0

Its frontier orbital gap (alpha / beta) is 0.26209 / 0.20664 hartree. The HOMO energy (alpha / beta) is -17.030 / -17.020 eV. As for the net charge: +3. The molar mass comes out at 902.249 u. As for the expectation value of S²: 0.756. The total energy is -79007.31598 eV. For the energy above the lowest of the compared OMol25 structures with the same formula, charge and spin, the calculation gives 0.0 kJ/mol. Its spin multiplicity is 2.

Here are the Mulliken charges for atoms 1 to 6, given in e: Ir 1.328; C -1.317; Si 1.241; C 0.835; C -0.576; C -0.998

---

Entry from the Open Molecules 2025 dataset: a molecular structure, C45H64AsBN7O4SiZn (wB97M-V/def2-TZVPD).

CARTESIAN COORDINATES (ANGSTROEM)
1 Zn -1.782 -0.224 -0.925
2 C -1.502 1.685 -4.910
3 C -0.932 1.289 -3.694
4 N -1.805 0.611 -2.963
5 N -2.950 0.553 -3.682
6 C -2.787 1.191 -4.852
7 B -4.086 -0.432 -3.338
8 N -4.670 -0.141 -1.938
9 C -5.960 -0.166 -1.572
10 C -6.027 -0.087 -0.195
11 C -4.690 -0.023 0.209
12 N -3.889 -0.048 -0.847
13 N -3.485 -1.845 -3.348
14 C -3.801 -2.935 -4.072
15 C -2.935 -3.947 -3.714
16 C -2.109 -3.361 -2.738
17 N -2.450 -2.100 -2.531
18 H -1.045 2.251 -5.702
19 H 0.057 1.474 -3.306
20 H -3.596 1.229 -5.563
21 H -4.965 -0.342 -4.157
22 H -6.733 -0.244 -2.318
23 H -6.908 -0.076 0.423
24 H -4.269 0.058 1.198
25 H -4.613 -2.907 -4.780
26 H -2.905 -4.953 -4.096
27 H -1.298 -3.787 -2.168
28 C -0.361 -2.368 4.656
29 C -1.055 -2.086 3.329
30 C -1.321 -0.594 3.177
31 C -2.375 -2.849 3.256
32 O -0.147 -2.553 2.323
33 Si -0.274 -2.456 0.673
34 O -1.626 -1.775 0.224
35 O -0.032 -3.979 0.063
36 C -0.555 -5.260 0.382
37 C -2.081 -5.240 0.393
38 C -0.057 -6.199 -0.714
39 C -0.009 -5.715 1.733
40 O 1.063 -1.633 0.180
41 C 1.955 -1.654 -0.926
42 C 2.612 -3.034 -1.039
43 C 1.195 -1.390 -2.221
44 C 3.041 -0.642 -0.484
45 H -0.976 -2.031 5.493
46 H 0.597 -1.846 4.691
47 H -0.174 -3.438 4.765
48 H -2.063 -0.263 3.909
49 H -1.691 -0.377 2.177
50 H -0.412 -0.018 3.338
51 H -3.043 -2.514 4.053
52 H -2.206 -3.920 3.382
53 H -2.855 -2.667 2.293
54 H -2.471 -4.925 -0.574
55 H -2.452 -4.545 1.143
56 H -2.468 -6.237 0.620
57 H -0.427 -5.875 -1.688
58 H -0.400 -7.220 -0.534
59 H 1.034 -6.194 -0.740
60 H -0.322 -5.033 2.522
61 H 1.083 -5.722 1.708
62 H -0.361 -6.723 1.968
63 H 1.873 -3.777 -1.332
64 H 3.030 -3.331 -0.075
65 H 3.411 -3.020 -1.783
66 H 0.388 -2.118 -2.316
67 H 1.848 -1.505 -3.088
68 H 0.769 -0.390 -2.250
69 H 3.498 -1.231 0.311
70 H 3.317 1.437 -0.159
71 H 4.612 -1.265 -1.796
72 C 1.040 7.881 0.570
73 C 1.095 6.398 0.323
74 C 0.259 5.781 -0.588
75 C 0.294 4.408 -0.818
76 C -0.612 3.890 -1.903
77 C 1.172 3.582 -0.086
78 As 1.019 1.640 -0.581
79 N -0.667 1.255 0.033
80 C -1.273 2.102 0.950
81 C -2.599 2.528 0.751
82 C -3.252 3.348 1.658
83 C -2.604 3.815 2.793
84 C -1.277 3.449 2.987
85 C -0.631 2.619 2.090
86 C 2.621 0.691 0.248
87 C 3.121 0.466 1.652
88 C 2.193 0.123 2.768
89 C 4.452 0.396 1.803
90 C 5.471 0.541 0.745
91 C 6.794 1.051 1.270
92 C 5.363 0.264 -0.568
93 C 4.229 -0.320 -1.391
94 C 3.951 0.603 -2.584
95 C 2.037 4.211 0.828
96 C 3.031 3.470 1.675
97 C 1.988 5.591 1.008
98 H 0.324 8.362 -0.096
99 H 2.015 8.345 0.411
100 H 0.739 8.096 1.597
101 H -0.450 6.381 -1.150
102 H -1.308 4.668 -2.218
103 H -1.183 3.018 -1.592
104 H -0.023 3.599 -2.774
105 H -3.108 2.218 -0.151
106 H -4.278 3.639 1.459
107 H -3.111 4.462 3.498
108 H -0.734 3.814 3.852
109 H 0.404 2.359 2.260
110 H 1.421 0.878 2.906
111 H 2.733 -0.008 3.707
112 H 1.666 -0.805 2.523
113 H 4.849 0.215 2.800
114 H 7.194 0.371 2.028
115 H 6.669 2.024 1.753
116 H 7.534 1.150 0.476
117 H 6.249 0.475 -1.166
118 H 4.856 0.716 -3.186
119 H 3.648 1.598 -2.254
120 H 3.161 0.214 -3.225
121 H 2.553 2.677 2.245
122 H 3.501 4.150 2.386
123 H 3.821 3.009 1.082
124 H 2.663 6.041 1.730

Cartesian forces (eV/Å) of the 6 atoms listed first:
Zn 0.0 0.2 0.0
C 0.0 0.0 0.0
C 0.0 -0.1 0.0
N -0.1 0.0 0.0
N 0.0 0.0 0.0
C 0.0 0.0 0.0

Its frontier orbital gap is 0.25029 hartree. The HOMO energy is -4.229 eV. As for the net charge: -1. The molar mass comes out at 946.262 u. The total energy is -184145.62978 eV. For the energy above the lowest of the compared OMol25 structures with the same formula, charge and spin, the calculation gives 4.6 kJ/mol.

Here are the Mulliken charges for atoms 1 to 6, given in e: Zn 4.071; C -1.608; C -0.537; N 1.030; N -0.108; C -0.246

---

Entry from the Open Molecules 2025 dataset: 3 unconnected molecules or ions with the total composition C45H64Br2ClF3N2O7 (wB97M-V/def2-TZVPD).

CARTESIAN COORDINATES (ANGSTROEM)
1 C -3.979 3.306 0.450
2 C -4.888 2.951 -0.783
3 C -4.723 3.896 -2.010
4 O -5.583 4.711 -2.212
5 O -3.668 3.839 -2.922
6 C -3.894 2.806 -3.903
7 C -2.629 2.473 -4.759
8 C -1.504 1.691 -4.016
9 C -0.611 0.946 -4.727
10 C -0.619 0.811 -6.282
11 C -0.792 -0.672 -6.807
12 C 0.316 -0.903 -7.925
13 Br -2.533 -0.725 -7.798
14 C 0.553 0.181 -4.012
15 O 0.938 -0.914 -4.341
16 C 1.164 0.944 -2.789
17 C 0.206 1.757 -2.021
18 C 0.636 2.550 -0.889
19 C 2.045 2.528 -0.527
20 C 2.552 3.418 0.667
21 Br 3.668 4.850 -0.213
22 C 1.390 4.177 1.417
23 C 0.797 5.405 0.604
24 C 3.008 1.686 -1.259
25 C 4.524 1.609 -0.904
26 C 4.746 0.242 -0.099
27 C 6.208 -0.237 -0.128
28 F 6.551 -1.254 0.785
29 C 7.249 0.261 -0.936
30 F 7.720 -0.456 -1.989
31 F 7.813 1.466 -0.599
32 C 2.570 0.873 -2.414
33 C 3.511 -0.044 -3.241
34 C 3.464 -1.562 -2.792
35 O 4.271 -2.317 -3.215
36 Cl 2.201 -2.222 -1.688
37 C -1.295 1.740 -2.464
38 O -2.188 1.724 -1.661
39 H -3.834 4.399 0.626
40 H -2.977 2.811 0.441
41 H -4.504 2.910 1.367
42 H -5.952 3.063 -0.443
43 H -4.763 1.870 -1.040
44 H -4.242 1.865 -3.407
45 H -4.709 3.189 -4.583
46 H -2.999 1.927 -5.669
47 H -2.171 3.450 -5.090
48 H -1.371 1.453 -6.791
49 H 0.390 1.182 -6.626
50 H -0.775 -1.452 -6.017
51 H -0.053 -1.597 -8.724
52 H 0.484 0.081 -8.450
53 H 1.305 -1.197 -7.498
54 H -0.148 3.143 -0.367
55 H 3.256 2.881 1.341
56 H 1.833 4.621 2.346
57 H 0.573 3.475 1.708
58 H 1.311 6.368 0.828
59 H 0.800 5.223 -0.506
60 H -0.290 5.567 0.863
61 H 4.874 2.423 -0.231
62 H 5.076 1.579 -1.877
63 H 4.421 0.473 0.957
64 H 4.023 -0.537 -0.474
65 H 4.578 0.276 -3.267
66 H 3.131 -0.045 -4.295
67 C -3.092 4.320 5.817
68 C -2.149 3.342 5.088
69 C -2.458 1.901 5.536
70 C -1.974 1.598 6.950
71 C -0.496 1.941 7.100
72 C -0.145 3.371 6.649
73 N -0.729 3.731 5.326
74 O 0.052 3.096 4.336
75 C -0.613 4.385 7.709
76 C 1.393 3.511 6.665
77 C -2.544 3.485 3.604
78 H -4.090 4.305 5.372
79 H -3.244 4.075 6.867
80 H -2.727 5.347 5.748
81 H -1.987 1.188 4.850
82 H -3.535 1.713 5.476
83 H -2.570 2.144 7.689
84 H -2.125 0.537 7.166
85 H -0.198 1.795 8.143
86 H 0.083 1.216 6.516
87 H -0.491 5.410 7.354
88 H -0.024 4.287 8.624
89 H -1.648 4.251 8.018
90 H 1.887 2.758 6.045
91 H 1.780 3.377 7.676
92 H 1.703 4.500 6.319
93 H -2.351 4.500 3.243
94 H -3.607 3.282 3.469
95 H -2.013 2.782 2.955
96 C -0.310 -9.057 -0.328
97 C -1.007 -7.782 -0.858
98 C -0.661 -7.590 -2.344
99 C 0.772 -7.120 -2.570
100 C 1.069 -5.869 -1.748
101 C 0.726 -6.016 -0.256
102 N -0.626 -6.603 -0.025
103 O -1.521 -5.649 -0.243
104 C 1.796 -6.881 0.447
105 C 0.886 -4.634 0.408
106 C -2.508 -8.110 -0.742
107 H -0.840 -9.955 -0.651
108 H 0.708 -9.179 -0.692
109 H -0.294 -9.073 0.765
110 H -1.341 -6.857 -2.791
111 H -0.823 -8.525 -2.888
112 H 1.483 -7.915 -2.325
113 H 0.920 -6.900 -3.630
114 H 2.125 -5.608 -1.863
115 H 0.502 -5.035 -2.177
116 H 1.505 -7.106 1.475
117 H 2.752 -6.355 0.489
118 H 2.005 -7.819 -0.063
119 H 0.277 -3.867 -0.072
120 H 1.920 -4.292 0.340
121 H 0.620 -4.671 1.467
122 H -2.796 -8.264 0.301
123 H -2.742 -9.025 -1.290
124 H -3.144 -7.330 -1.163

Cartesian forces (eV/Å) of the 6 atoms listed first:
C 0.0 -0.4 0.6
C 0.2 -0.2 0.4
C -1.1 0.1 0.0
O 0.4 0.0 0.1
O 0.1 -1.0 0.6
C -0.3 -0.5 -0.6

Its frontier orbital gap (alpha / beta) is 0.27869 / 0.29094 hartree. The HOMO energy (alpha / beta) is -8.680 / -9.010 eV. As for the net charge: 0. The molar mass comes out at 997.269 u. As for the expectation value of S²: 2.799. The total energy is -225766.08364 eV. Its spin multiplicity is 3.

Here are the Mulliken charges for atoms 1 to 6, given in e: C -0.704; C -0.321; C 0.375; O -0.571; O -0.277; C -0.820